1.
Molecular formula: C24H18NO5RuS
Method: DFT, the ωB97M-V functional and the def2-TZVPD basis

**2S+1**: 2
**Lowest unoccupied orbital energy (spin up / spin down)**: 4.66 / 4.54 eV
**Total charge**: -2
**Gap between HOMO and LUMO (spin up / spin down)**: 0.2058 / 0.1978 Ha

Element x y z (Å)
Ru 1.181 1.904 1.112
O 1.407 6.192 0.822
C 1.056 5.040 0.569
O 0.980 4.073 1.397
C 0.497 4.757 -0.844
C -0.834 4.000 -0.703
C -1.634 4.087 -2.019
C -0.835 3.112 -2.921
C 0.262 2.647 -1.943
O -0.423 2.632 -0.688
C 1.283 3.784 -1.771
C 2.630 3.242 -1.239
O 3.655 3.824 -1.579
O 2.548 2.150 -0.577
H 0.375 5.731 -1.314
H -1.397 4.231 0.198
H -1.668 5.103 -2.412
H -2.654 3.734 -1.864
H -0.410 3.606 -3.794
H -1.448 2.275 -3.256
H 0.696 1.669 -2.130
H 1.517 4.276 -2.714
S 3.731 -1.366 3.158
C 2.989 0.012 2.782
N 2.464 1.046 2.582
C -0.153 0.358 1.170
C -0.334 -0.873 1.075
C -0.513 -2.231 0.923
C -0.370 -3.093 2.083
C 0.209 -2.594 3.270
C 0.337 -3.382 4.396
C -0.108 -4.701 4.398
C -0.710 -5.203 3.254
C -0.849 -4.417 2.122
C -0.810 -2.694 -0.434
C -1.458 -1.836 -1.346
C -1.748 -2.234 -2.636
C -1.393 -3.503 -3.084
C -0.715 -4.348 -2.218
C -0.422 -3.954 -0.922
H 0.573 -1.575 3.276
H 0.793 -2.969 5.289
H 0.011 -5.324 5.278
H -1.086 -6.222 3.251
H -1.366 -4.822 1.264
H -1.732 -0.844 -1.012
H -2.253 -1.544 -3.303
H -1.630 -3.819 -4.094
H -0.397 -5.326 -2.563
H 0.158 -4.611 -0.289

Listed below, in e, are the Mulliken charges computed for each atom:
1 Ru 0.754
2 O -0.770
3 C 0.149
4 O -0.719
5 C -0.169
6 C 0.041
7 C -0.961
8 C -0.941
9 C -0.014
10 O -0.161
11 C -0.007
12 C 0.150
13 O -0.748
14 O -0.734
15 H 0.450
16 H 0.566
17 H 0.372
18 H 0.363
19 H 0.408
20 H 0.251
21 H 0.621
22 H 0.456
23 S -0.509
24 C 0.490
25 N -0.539
26 C -0.643
27 C 0.608
28 C -0.544
29 C 0.403
30 C -0.475
31 C -0.680
32 C -0.390
33 C -0.656
34 C -0.367
35 C 0.304
36 C -0.591
37 C -0.503
38 C -0.392
39 C -0.596
40 C -0.278
41 H 0.347
42 H 0.353
43 H 0.347
44 H 0.340
45 H 0.566
46 H 0.404
47 H 0.349
48 H 0.348
49 H 0.343
50 H 0.604

---

2.
Molecular formula: C24H19BF5N9O3Pt
Method: DFT, the ωB97M-V functional and the def2-TZVPD basis

**Lowest unoccupied orbital energy**: -0.03 eV
**Total charge**: 0
**Gap between HOMO and LUMO**: 0.3259 Ha

Element x y z (Å)
Pt -0.998 1.335 -2.319
C 4.240 0.754 -1.105
N 3.060 0.955 -1.929
C 1.855 1.317 -1.518
N 1.000 1.125 -2.504
C 1.755 0.611 -3.517
N 3.022 0.499 -3.202
C 4.354 -0.698 -0.706
C 5.428 -1.466 -1.130
C 5.498 -2.815 -0.806
C 4.488 -3.408 -0.073
C 3.404 -2.642 0.351
C 3.343 -1.289 0.041
C 2.325 -3.280 1.104
N 2.204 -4.512 1.451
N 1.025 -4.605 2.174
C 0.516 -3.424 2.199
O 1.285 -2.521 1.530
C -0.699 -2.941 2.856
C -1.648 -3.833 3.337
C -2.788 -3.340 3.952
C -2.991 -1.975 4.072
C -2.052 -1.077 3.577
C -2.290 0.415 3.694
N -1.276 1.166 2.992
C -1.138 1.299 1.668
N 0.037 1.823 1.383
C 0.592 1.995 2.614
N -0.158 1.600 3.616
C -0.900 -1.569 2.980
H 4.144 1.420 -0.248
H 5.107 1.054 -1.689
H 1.623 1.710 -0.535
H 1.352 0.340 -4.477
H 6.210 -1.012 -1.728
H 6.341 -3.406 -1.138
H 4.520 -4.460 0.176
H 2.497 -0.703 0.381
H -1.484 -4.897 3.231
H -3.534 -4.027 4.328
H -3.900 -1.606 4.533
H -2.273 0.732 4.736
H -3.256 0.684 3.264
H -1.896 0.982 0.961
H 1.570 2.420 2.772
H -0.144 -0.896 2.606
C -2.567 5.459 -3.708
C -1.699 4.396 -3.235
N -1.065 3.528 -2.844
H -2.829 5.263 -4.746
H -2.068 6.422 -3.623
H -3.477 5.459 -3.109
F -2.211 -1.158 -1.347
B -1.084 -0.562 -1.737
F -0.039 -1.406 -1.843
F -5.613 1.329 -1.445
C -5.181 2.220 -2.341
F -6.094 2.311 -3.309
F -5.129 3.427 -1.726
C -3.774 1.889 -2.899
O -3.562 2.032 -4.087
O -2.978 1.557 -1.955

Listed below, in e, are the Mulliken charges computed for each atom:
1 Pt 0.569
2 C -1.118
3 N 0.817
4 C 0.093
5 N -0.585
6 C -0.129
7 N -0.935
8 C 0.909
9 C -0.721
10 C -0.729
11 C -0.883
12 C -0.174
13 C -0.101
14 C 0.596
15 N -0.468
16 N -0.549
17 C 0.587
18 O -0.177
19 C -0.106
20 C -0.950
21 C -0.566
22 C -0.829
23 C 1.043
24 C -1.145
25 N 0.814
26 C -0.443
27 N -0.271
28 C -0.325
29 N -0.908
30 C -0.044
31 H 0.293
32 H 0.424
33 H 0.484
34 H 0.488
35 H 0.385
36 H 0.400
37 H 0.537
38 H 0.696
39 H 0.513
40 H 0.391
41 H 0.445
42 H 0.316
43 H 0.422
44 H 0.558
45 H 0.455
46 H 0.648
47 C -0.909
48 C 0.602
49 N -0.544
50 H 0.279
51 H 0.372
52 H 0.230
53 F -0.232
54 B 0.377
55 F -0.211
56 F -0.230
57 C 0.783
58 F -0.257
59 F -0.260
60 C 0.416
61 O -0.572
62 O -0.575

---

3.
Molecular formula: C24H19BrCl2N5OS2Ti
Method: DFT, the ωB97M-V functional and the def2-TZVPD basis

**2S+1**: 3
**Lowest unoccupied orbital energy (spin up / spin down)**: 2.16 / 1.85 eV
**Total charge**: -1
**Gap between HOMO and LUMO (spin up / spin down)**: 0.1954 / 0.2206 Ha

Element x y z (Å)
Ti -0.085 -1.510 -0.313
C -0.328 0.315 -4.220
C -0.067 -0.588 -3.070
N -0.112 -0.201 -1.835
N -0.248 1.138 -1.535
C -0.134 1.243 -0.234
O 0.089 0.238 0.528
C -0.267 2.579 0.398
C -0.727 3.668 -0.331
C -0.875 4.902 0.285
C -0.567 5.047 1.634
C -0.114 3.954 2.364
C 0.033 2.718 1.746
C 0.392 -1.972 -3.195
C 0.549 -2.651 -4.392
C 1.143 -3.899 -4.369
C 1.565 -4.431 -3.160
C 1.316 -3.721 -2.003
N 0.726 -2.523 -2.028
H -0.283 1.347 -3.883
H -1.326 0.135 -4.635
H 0.403 0.157 -5.017
H -0.978 3.527 -1.375
H -1.244 5.749 -0.283
H -0.692 6.010 2.118
H 0.115 4.061 3.417
H 0.371 1.849 2.296
H 0.216 -2.197 -5.317
H 1.282 -4.454 -5.289
H 2.050 -5.397 -3.103
H 1.569 -4.096 -1.020
Cl -0.728 -1.884 2.273
C -2.039 -0.774 2.610
C -2.252 -0.517 3.953
C -3.259 0.350 4.339
C -4.028 0.953 3.357
C -3.793 0.679 2.019
Cl -4.813 1.509 0.869
C -2.794 -0.216 1.566
S -2.572 -0.584 -0.116
H -1.622 -1.003 4.689
H -3.440 0.554 5.387
H -4.816 1.650 3.619
Br -1.433 -3.708 -0.457
S 2.121 -3.609 1.844
C 2.460 -2.021 1.349
N 3.256 -1.237 2.127
C 3.697 0.047 1.778
C 3.434 0.462 0.491
C 2.680 -0.351 -0.314
N 2.055 -1.528 0.155
H 3.534 -1.662 2.994
H 4.269 0.591 2.512
H 3.823 1.402 0.121
H 2.490 -0.100 -1.348

Listed below, in e, are the Mulliken charges computed for each atom:
1 Ti 0.277
2 C -1.902
3 C 0.524
4 N 1.707
5 N -1.217
6 C 0.438
7 O -0.184
8 C 0.218
9 C -0.242
10 C -0.729
11 C -0.342
12 C -0.986
13 C -0.195
14 C 0.681
15 C -1.107
16 C -0.353
17 C -0.953
18 C -0.018
19 N 0.299
20 H 0.377
21 H 0.287
22 H 0.403
23 H 0.454
24 H 0.385
25 H 0.383
26 H 0.392
27 H 0.507
28 H 0.440
29 H 0.401
30 H 0.410
31 H 0.325
32 Cl -0.181
33 C 0.589
34 C -0.736
35 C -0.431
36 C -0.721
37 C 0.406
38 Cl -0.244
39 C -0.144
40 S -0.317
41 H 0.416
42 H 0.358
43 H 0.395
44 Br -0.640
45 S -0.424
46 C -0.236
47 N -0.072
48 C -0.597
49 C -0.542
50 C -0.331
51 N 0.309
52 H 0.232
53 H 0.417
54 H 0.424
55 H 0.391

---

Calculated energy relative to the best compared isomer or geometry (same formula, charge and spin) (eV), listed in the same order as above: 1.642; 0.000; 0.645
Calculated electronic energy (eV), listed in the same order as above: -50324.16211; -62265.03771; -174573.00071